Here is C3H7N3O in the gas phase from the Open Molecules 2025 dataset. Energies are from ωB97M-V/def2-TZVPD.

Bonds (Å) are listed after each position.
Geometry (Å):
1 H 1.79 -1.64 -3.27  N2 1.018
2 N 0.94 -1.53 -2.72  H1 1.018, C3 1.268
3 C 1.18 -0.80 -1.72  N2 1.268, N4 1.391, H9 1.092
4 N 0.17 -0.51 -0.80  C3 1.391, C5 1.374, H10 1.010
5 C 0.45 0.13 0.39  N4 1.374, O6 1.216, N7 1.429
6 O 1.53 0.65 0.61  C5 1.216
7 N -0.56 -0.02 1.39  C5 1.429, C8 1.480, H11 1.019
8 C -1.53 1.09 1.54  N7 1.480, H12 1.093, H13 1.099, H14 1.104
9 H 2.13 -0.36 -1.44  C3 1.092
10 H -0.70 -1.01 -0.89  N4 1.010
11 H 0.05 -0.13 2.20  N7 1.019
12 H -2.27 0.99 0.74  C8 1.093
13 H -1.07 2.08 1.49  C8 1.099
14 H -2.11 1.05 2.48  C8 1.104

Computed properties:
HOMO	-9.71	eV
SMILES string	[H]/N=C/NC(=O)NC
multiplicity	1
relative energy (zero: lowest compared OMol25 entry of this formula, charge and spin)	15.2	kcal/mol
net charge	0
gap between HOMO and LUMO	10.55	eV



Here is 3 unconnected molecules or ions with the total composition C4H10O3 from the Open Molecules 2025 dataset. Energies are from ωB97M-V/def2-TZVPD.

Bonds (Å) are listed after each position.
Geometry (Å):
1 C 0.20 -1.23 -0.60  C2 1.335, H6 1.085, H7 1.093
2 C -1.11 -0.98 -0.62  C1 1.335, C3 1.488, H8 1.083
3 C -1.71 -0.01 0.33  C2 1.488, C4 1.343, O5 1.381
4 C -2.74 -0.24 1.16  C3 1.343, H9 1.076, H10 1.087
5 O -0.85 1.02 0.66  C3 1.381, H11 0.959
6 H 0.85 -1.30 0.27  C1 1.085
7 H 0.64 -1.81 -1.42  C1 1.093
8 H -1.66 -1.42 -1.44  C2 1.083
9 H -3.32 0.46 1.75  C4 1.076
10 H -3.25 -1.18 0.93  C4 1.087
11 H -0.59 1.54 -0.09  O5 0.959
12 O 0.95 1.79 -1.37  H13 0.962, H14 0.951
13 H 1.71 2.32 -1.15  O12 0.962
14 H 1.37 1.05 -1.80  O12 0.951
15 O 3.55 -0.12 1.01  H16 0.953, H17 0.974
16 H 2.84 0.21 0.47  O15 0.953
17 H 3.11 -0.10 1.88  O15 0.974

Computed properties:
HOMO	-8.78	eV
SMILES string	C=CC(=C)O.O.O
multiplicity	1
relative energy (zero: lowest compared OMol25 entry of this formula, charge and spin)	63.5	kcal/mol
net charge	0
gap between HOMO and LUMO	9.13	eV



Here is C4H5Cl2NOS in the gas phase from the Open Molecules 2025 dataset. Energies are from ωB97M-V/def2-TZVPD.

Bonds (Å) are listed after each position.
Geometry (Å):
1 C -1.09 -1.41 0.51  N5 1.217, Cl8 1.690
2 C 1.04 0.11 0.82  C4 1.539, S7 1.654, H10 0.969
3 C -1.96 0.70 0.32  N5 1.301, S7 2.209, Cl9 1.730, H11 1.010
4 C 1.73 -0.18 -0.53  C2 1.539, O6 1.418, H12 1.044, H13 1.068
5 N -1.98 -0.60 0.41  C1 1.217, C3 1.301
6 O 1.07 0.38 -1.65  C4 1.418, H14 0.992
7 S 0.03 1.42 0.95  C2 1.654, C3 2.209
8 Cl -1.09 -3.10 0.39  C1 1.690
9 Cl -2.37 1.38 -1.22  C3 1.730
10 H 1.34 -0.27 1.65  C2 0.969
11 H -2.50 1.27 0.95  C3 1.010
12 H 1.75 -1.21 -0.70  C4 1.044
13 H 2.72 0.17 -0.34  C4 1.068
14 H 1.30 1.34 -1.57  O6 0.992

Computed properties:
HOMO (spin up / spin down)	-8.55 / -8.55	eV
multiplicity	1
relative energy (zero: lowest compared OMol25 entry of this formula, charge and spin)	57.3	kcal/mol
net charge	0
gap between HOMO and LUMO (spin up / spin down)	7.94 / 7.95	eV



Here is 10 unconnected molecules or ions with the total composition C28H70N4O18S from the Open Molecules 2025 dataset. Energies are from ωB97M-V/def2-TZVPD.

Bonds (Å) are listed after each position.
Geometry (Å):
1 C -5.34 -2.52 -4.86  C2 1.569, H12 1.090, H13 1.090, H14 1.090
2 C -4.84 -3.47 -3.73  C1 1.569, C3 1.533, N7 1.517, C11 1.532
3 C -3.39 -3.14 -3.35  C2 1.533, C4 1.523, H15 1.090, H16 1.090
4 C -2.97 -2.92 -1.90  C3 1.523, C5 1.555, H17 1.090, H18 1.090
5 C -4.14 -2.85 -0.87  C4 1.555, C6 1.557, H19 1.090, H20 1.090
6 C -5.52 -2.41 -1.44  C5 1.557, N7 1.528, C9 1.513, C10 1.548
7 N -5.84 -3.36 -2.60  C2 1.517, C6 1.528, O8 1.410
8 O -7.20 -3.72 -2.76  N7 1.410
9 C -5.62 -0.96 -1.86  C6 1.513, H21 1.090, H22 1.090, H23 1.090
10 C -6.63 -2.69 -0.40  C6 1.548, H24 1.090, H25 1.090, H26 1.090
11 C -4.87 -4.94 -4.14  C2 1.532, H27 1.090, H28 1.090, H29 1.090
12 H -4.59 -2.29 -5.62  C1 1.090
13 H -5.54 -1.53 -4.45  C1 1.090
14 H -6.08 -3.09 -5.43  C1 1.090
15 H -3.31 -2.18 -3.86  C3 1.090
16 H -2.70 -3.82 -3.86  C3 1.090
17 H -2.28 -2.07 -1.94  C4 1.090
18 H -2.30 -3.76 -1.70  C4 1.090
19 H -3.80 -2.07 -0.18  C5 1.090
20 H -4.12 -3.80 -0.35  C5 1.090
21 H -4.78 -0.75 -2.51  C9 1.090
22 H -5.57 -0.22 -1.06  C9 1.090
23 H -6.56 -0.71 -2.34  C9 1.090
24 H -6.39 -2.24 0.56  C10 1.090
25 H -6.80 -3.71 -0.07  C10 1.090
26 H -7.51 -2.08 -0.63  C10 1.090
27 H -4.52 -5.58 -3.33  C11 1.090
28 H -4.16 -5.02 -4.96  C11 1.090
29 H -5.81 -5.30 -4.56  C11 1.090
30 C 3.00 0.53 1.88  N31 1.602, H37 1.090, H38 1.090, H39 1.090
31 N 1.68 0.55 0.97  C30 1.602, C32 1.525, C33 1.562, C34 1.609
32 C 0.85 1.78 1.29  N31 1.525, H40 1.090, H41 1.090, H42 1.090
33 C 2.24 0.58 -0.49  N31 1.562, H43 1.090, H44 1.090, H45 1.090
34 C 0.86 -0.80 1.28  N31 1.609, C35 1.603, H46 1.090, H47 1.090
35 C -0.67 -0.91 0.83  C34 1.603, O36 1.457, H48 1.090, H49 1.090
36 O -0.84 -0.85 -0.62  C35 1.457, H50 0.960
37 H 2.56 0.35 2.86  C30 1.090
38 H 3.47 1.47 1.60  C30 1.090
39 H 3.43 -0.42 1.57  C30 1.090
40 H 1.55 2.61 1.17  C32 1.090
41 H 0.36 1.80 2.26  C32 1.090
42 H 0.16 1.83 0.45  C32 1.090
43 H 2.81 -0.35 -0.54  C33 1.090
44 H 2.77 1.53 -0.53  C33 1.090
45 H 1.44 0.40 -1.21  C33 1.090
46 H 0.89 -0.86 2.37  C34 1.090
47 H 1.49 -1.52 0.76  C34 1.090
48 H -1.26 -0.11 1.27  C35 1.090
49 H -1.03 -1.90 1.12  C35 1.090
50 H -0.91 0.06 -0.92  O36 0.960
51 S 2.13 -0.44 5.68  O52 1.407, O53 1.447, O54 1.467, O55 1.484
52 O 2.75 -1.68 5.47  S51 1.407
53 O 1.47 -0.52 6.96  S51 1.447
54 O 3.09 0.67 5.68  S51 1.467
55 O 1.21 -0.12 4.56  S51 1.484
56 O -1.15 1.88 -1.59  C57 1.434
57 C -2.36 2.65 -1.66  O56 1.434, C58 1.561, H60 1.090, H61 1.090
58 C -3.31 2.70 -0.42  C57 1.561, O59 1.424, H62 1.090, H63 1.090
59 O -4.50 3.48 -0.39  C58 1.424
60 H -2.99 2.16 -2.41  C57 1.090
61 H -2.11 3.62 -2.09  C57 1.090
62 H -2.78 3.05 0.46  C58 1.090
63 H -3.57 1.69 -0.11  C58 1.090
64 C 0.37 0.16 -4.14  C65 1.491, O67 1.432, H68 1.090, H69 1.090
65 C 0.56 -0.52 -5.45  C64 1.491, O66 1.419, H70 1.090, H71 1.090
66 O 1.89 -0.93 -5.71  C65 1.419, H72 0.960
67 O -1.03 0.40 -3.96  C64 1.432, H73 0.960
68 H 0.80 1.14 -4.29  C64 1.090
69 H 0.68 -0.26 -3.18  C64 1.090
70 H 0.21 0.03 -6.32  C65 1.090
71 H -0.08 -1.40 -5.56  C65 1.090
72 H 2.33 -0.10 -5.93  O66 0.960
73 H -1.13 0.94 -3.17  O67 0.960
74 C 3.05 4.53 3.41  C75 1.508, O77 1.432, H78 1.090, H79 1.090
75 C 2.51 3.26 4.01  C74 1.508, O76 1.427, H80 1.090, H81 1.090
76 O 2.68 3.31 5.43  C75 1.427, H82 0.960
77 O 2.83 5.68 4.23  C74 1.432, H83 0.960
78 H 2.87 4.83 2.38  C74 1.090
79 H 4.12 4.40 3.57  C74 1.090
80 H 3.19 2.48 3.67  C75 1.090
81 H 1.46 3.12 3.74  C75 1.090
82 H 2.83 2.45 5.83  O76 0.960
83 H 2.89 5.29 5.11  O77 0.960
84 C 1.39 4.47 -2.20  C85 1.565, O87 1.435, H88 1.090, H89 1.090
85 C 0.58 5.31 -1.15  C84 1.565, O86 1.436, H90 1.090, H91 1.090
86 O 0.15 4.52 -0.04  C85 1.436, H92 0.960
87 O 0.57 3.65 -3.05  C84 1.435, H93 0.960
88 H 2.25 3.83 -1.98  C84 1.090
89 H 1.83 5.19 -2.89  C84 1.090
90 H -0.21 5.87 -1.64  C85 1.090
91 H 1.19 6.08 -0.68  C85 1.090
92 H -0.59 3.96 -0.30  O86 0.960
93 H -0.07 3.12 -2.57  O87 0.960
94 C -1.94 0.14 5.19  C95 1.517, O97 1.402, H98 1.090, H99 1.090
95 C -1.54 1.55 4.78  C94 1.517, O96 1.379, H100 1.090, H101 1.090
96 O -0.32 1.94 5.28  C95 1.379, H102 0.960
97 O -1.18 -0.92 4.67  C94 1.402, H103 0.960
98 H -2.97 -0.12 4.93  C94 1.090
99 H -1.87 0.15 6.27  C94 1.090
100 H -2.37 2.19 5.07  C95 1.090
101 H -1.44 1.61 3.69  C95 1.090
102 H 0.35 1.31 5.00  O96 0.960
103 H -0.25 -0.70 4.56  O97 0.960
104 O 8.71 -1.39 2.12  C105 1.207
105 C 7.77 -0.64 2.23  O104 1.207, N106 1.293, C107 1.583
106 N 7.77 0.00 3.36  C105 1.293, H108 1.010, H109 1.010
107 C 6.89 -0.21 0.99  C105 1.583, H110 1.090, H111 1.090, H112 1.090
108 H 8.45 -0.45 3.96  N106 1.010
109 H 6.86 0.32 3.65  N106 1.010
110 H 7.44 -0.67 0.16  C107 1.090
111 H 6.88 0.87 0.83  C107 1.090
112 H 5.92 -0.68 1.12  C107 1.090
113 O 4.81 -1.73 -0.76  C114 1.213
114 C 4.31 -2.83 -0.74  O113 1.213, N115 1.355, C116 1.550
115 N 3.58 -3.33 0.29  C114 1.355, H117 1.010, H118 1.010
116 C 4.35 -3.80 -1.94  C114 1.550, H119 1.090, H120 1.090, H121 1.090
117 H 3.61 -2.94 1.22  N115 1.010
118 H 3.28 -4.29 0.22  N115 1.010
119 H 4.03 -3.20 -2.79  C116 1.090
120 H 3.83 -4.71 -1.63  C116 1.090
121 H 5.39 -3.99 -2.23  C116 1.090

Computed properties:
HOMO (spin up / spin down)	1.37 / 1.37	eV
multiplicity	2
expectation value of S²	0.7553
net charge	-3
gap between HOMO and LUMO (spin up / spin down)	3.47 / 3.47	eV



Here is C27H31ClN4O5 in the gas phase from the Open Molecules 2025 dataset. Energies are from ωB97M-V/def2-TZVPD.

Bonds (Å) are listed after each position.
Geometry (Å):
1 C 10.60 -2.80 -1.71  C2 1.524, H38 1.088, H39 1.088, H40 1.087
2 C 9.45 -3.02 -0.74  C1 1.524, C3 1.527, H41 1.091, H42 1.093
3 C 8.21 -2.23 -1.16  C2 1.527, C4 1.530, H43 1.091, H44 1.093
4 C 7.01 -2.46 -0.24  C3 1.530, C5 1.537, H45 1.093, H46 1.092
5 C 7.14 -1.71 1.10  C4 1.537, C6 1.510, H47 1.090, H48 1.089
6 C 7.05 -0.22 0.89  C5 1.510, O7 1.227, N8 1.346
7 O 8.04 0.46 0.67  C6 1.227
8 N 5.82 0.32 0.89  C6 1.346, C9 1.448, C34 1.463
9 C 4.58 -0.36 1.20  N8 1.448, C10 1.537, H49 1.093, H50 1.097
10 C 3.48 0.72 1.09  C9 1.537, C11 1.535, O32 1.444, C33 1.535
11 C 2.69 0.72 -0.22  C10 1.535, C12 1.511, H51 1.090, H52 1.092
12 C 1.28 0.57 0.31  C11 1.511, C13 1.450, N31 1.275
13 C 0.09 0.55 -0.52  C12 1.450, C14 1.395, C30 1.396
14 C 0.18 0.77 -1.89  C13 1.395, C15 1.383, H53 1.078
15 C -0.97 0.76 -2.66  C14 1.383, C16 1.381, H54 1.080
16 C -2.20 0.53 -2.08  C15 1.381, C17 1.396, H55 1.081
17 C -2.30 0.30 -0.71  C16 1.396, N18 1.398, C30 1.387
18 N -3.57 0.07 -0.18  C17 1.398, C19 1.352, H56 1.013
19 C -3.93 -0.24 1.09  N18 1.352, O20 1.208, C21 1.536
20 O -3.19 -0.38 2.03  C19 1.208
21 C -5.45 -0.40 1.26  C19 1.536, O22 1.410, H57 1.098, H58 1.098
22 O -6.13 -0.21 0.05  C21 1.410, C23 1.366
23 C -7.49 -0.30 0.03  O22 1.366, C24 1.396, C29 1.390
24 C -8.10 -0.08 -1.21  C23 1.396, C25 1.379, H59 1.078
25 C -9.47 -0.16 -1.34  C24 1.379, C26 1.387, H60 1.078
26 C -10.25 -0.45 -0.23  C25 1.387, Cl27 1.729, C28 1.383
27 Cl -11.97 -0.55 -0.39  C26 1.729
28 C -9.66 -0.68 1.00  C26 1.383, C29 1.385, H61 1.078
29 C -8.28 -0.60 1.13  C23 1.390, C28 1.385, H62 1.078
30 C -1.15 0.31 0.07  C13 1.396, C17 1.387, H63 1.077
31 N 1.25 0.44 1.58  C12 1.275, O32 1.357
32 O 2.49 0.50 2.12  C10 1.444, N31 1.357
33 C 4.25 2.02 1.38  C10 1.535, C34 1.522, H64 1.088, H65 1.090
34 C 5.63 1.77 0.78  N8 1.463, C33 1.522, C35 1.547, H66 1.096
35 C 5.71 2.24 -0.69  C34 1.547, N36 1.337, O37 1.213
36 N 6.94 2.11 -1.21  C35 1.337, H67 1.007, H68 1.017
37 O 4.76 2.70 -1.30  C35 1.213
38 H 10.33 -3.11 -2.71  C1 1.088
39 H 10.87 -1.74 -1.74  C1 1.088
40 H 11.48 -3.36 -1.40  C1 1.087
41 H 9.76 -2.71 0.26  C2 1.091
42 H 9.21 -4.08 -0.70  C2 1.093
43 H 8.45 -1.17 -1.19  C3 1.091
44 H 7.93 -2.54 -2.17  C3 1.093
45 H 6.10 -2.12 -0.74  C4 1.093
46 H 6.90 -3.52 -0.04  C4 1.092
47 H 8.12 -1.92 1.53  C5 1.090
48 H 6.38 -2.06 1.80  C5 1.089
49 H 4.39 -1.19 0.52  C9 1.093
50 H 4.58 -0.73 2.23  C9 1.097
51 H 2.83 1.65 -0.77  C11 1.090
52 H 2.95 -0.11 -0.87  C11 1.092
53 H 1.13 0.96 -2.36  C14 1.078
54 H -0.91 0.94 -3.72  C15 1.080
55 H -3.10 0.52 -2.69  C16 1.081
56 H -4.34 0.13 -0.84  N18 1.013
57 H -5.77 0.32 2.02  C21 1.098
58 H -5.62 -1.42 1.66  C21 1.098
59 H -7.48 0.15 -2.06  C24 1.078
60 H -9.93 0.01 -2.30  C25 1.078
61 H -10.27 -0.91 1.86  C28 1.078
62 H -7.84 -0.78 2.10  C29 1.078
63 H -1.20 0.13 1.13  C30 1.077
64 H 3.77 2.89 0.93  C33 1.088
65 H 4.31 2.16 2.46  C33 1.090
66 H 6.43 2.27 1.33  C34 1.096
67 H 7.11 2.38 -2.17  N36 1.007
68 H 7.68 1.68 -0.66  N36 1.017

Computed properties:
HOMO	-8.50	eV
SMILES string	CCCCCC(=O)N1C[C@]2(CC(c3cccc(NC(=O)COc4ccc(Cl)cc4)c3)=NO2)C[C@@H]1C(N)=O
multiplicity	1
relative energy (zero: lowest compared OMol25 entry of this formula, charge and spin)	6.2	kcal/mol
net charge	0
gap between HOMO and LUMO	9.09	eV



Here is CH7NO2P2S in the gas phase from the Open Molecules 2025 dataset. Energies are from ωB97M-V/def2-TZVPD.

Bonds (Å) are listed after each position.
Geometry (Å):
1 C -1.97 -0.05 0.21  S7 1.864, H8 1.024, H9 1.033, H10 1.063
2 N 0.90 0.72 0.29  P5 1.549, P6 1.752
3 O -2.36 -2.45 -0.58  S7 1.423
4 O 0.17 -1.54 -0.69  P5 1.561, S7 1.831
5 P 1.35 -0.55 -0.46  N2 1.549, O4 1.561, H11 1.388, H12 1.350
6 P 2.03 1.91 0.90  N2 1.752, H13 1.319, H14 1.370
7 S -1.38 -1.82 0.24  C1 1.864, O3 1.423, O4 1.831
8 H -1.25 0.48 0.70  C1 1.024
9 H -2.00 0.12 -0.81  C1 1.033
10 H -2.93 -0.24 0.63  C1 1.063
11 H 2.34 -1.13 0.32  P5 1.388
12 H 1.60 -0.70 -1.78  P5 1.350
13 H 2.48 2.48 -0.20  P6 1.319
14 H 1.03 2.78 1.25  P6 1.370

Computed properties:
HOMO	-8.23	eV
multiplicity	1
relative energy (zero: lowest compared OMol25 entry of this formula, charge and spin)	25.2	kcal/mol
net charge	0
gap between HOMO and LUMO	8.61	eV



| no. | energy (eV) | molecular weight (u) | strongest force on any atom (eV Å⁻¹) |
| --- | --- | --- | --- |
| 1 | -9742.372 | 101.109 | 0.78 |
| 2 | -10450.490 | 106.121 | 2.37 |
| 3 | -43642.332 | 186.063 | 6.80 |
| 4 | -83812.827 | 782.945 | 5.34 |
| 5 | -57223.441 | 527.021 | 1.09 |
| 6 | -36145.791 | 159.087 | 3.73 |